66
Properties=species:S:1:pos:R:3 method="wB97M-V/def2-TZVPD" relative_energy_kcal_mol=6.4 energy_ha=-1837.1454 molar_mass_da=429.53 smiles="COCCCCOC(=O)ON=C=S.CO.CO.CO.CO.CO.CO.CO" e_lumo_ha=-0.0469
C 4.922 -0.908 -0.010
O 4.625 0.455 0.276
C 3.286 0.793 -0.011
C 2.245 -0.219 0.499
C 0.987 0.517 0.966
C 0.085 -0.413 1.773
O 0.107 -1.774 1.289
C -0.551 -1.961 0.164
O -0.082 -2.435 -0.819
O -1.889 -1.608 0.249
N -2.162 -0.617 -0.737
C -2.980 0.190 -0.353
S -4.032 1.190 0.200
H 4.771 -1.512 0.879
H 5.976 -0.959 -0.251
H 4.320 -1.318 -0.812
H 3.079 1.752 0.454
H 3.142 0.937 -1.083
H 2.630 -0.822 1.312
H 1.979 -0.854 -0.333
H 0.467 0.981 0.138
H 1.297 1.300 1.653
H 0.462 -0.465 2.784
H -0.930 -0.036 1.837
C 3.555 -4.728 1.500
O 3.392 -3.799 0.436
H 4.564 -4.611 1.887
H 2.842 -4.534 2.307
H 3.429 -5.757 1.150
H 2.499 -3.892 0.090
C -0.686 3.733 -1.517
O -0.503 2.933 -0.342
H -1.155 3.118 -2.272
H -1.333 4.587 -1.307
H 0.279 4.088 -1.888
H -0.087 3.490 0.321
C -6.653 0.103 -2.755
O -5.580 0.993 -3.044
H -7.290 0.063 -3.635
H -6.284 -0.904 -2.541
H -7.244 0.459 -1.907
H -5.017 1.029 -2.266
C -5.168 0.144 3.375
O -5.916 1.085 4.137
H -4.114 0.371 3.510
H -5.359 -0.876 3.716
H -5.418 0.223 2.315
H -6.849 0.888 4.018
C 4.512 1.361 3.549
O 5.738 1.526 2.858
H 4.647 1.740 4.560
H 3.707 1.926 3.067
H 4.226 0.305 3.604
H 5.601 1.185 1.966
C 3.592 -3.336 -3.342
O 2.709 -2.732 -2.403
H 4.599 -2.999 -3.109
H 3.560 -4.426 -3.269
H 3.347 -3.035 -4.364
H 1.814 -3.023 -2.599
C -4.503 3.556 -2.352
O -3.304 3.653 -3.117
H -4.305 3.996 -1.377
H -5.320 4.103 -2.827
H -4.802 2.513 -2.219
H -3.477 3.265 -3.979